{
  "formula": "C21H37Br2Cl6F6FeNO8S2",
  "method": "wB97M-V/def2-TZVPD",
  "symbols": ["Fe", "C", "C", "C", "O", "H", "H", "H", "H", "H", "H", "H", "C", "F", "F", "F", "S", "O", "O", "N", "S", "O", "O", "C", "F", "F", "F", "C", "Cl", "Cl", "Cl", "H", "C", "Cl", "Cl", "Cl", "H", "C", "C", "C", "O", "C", "H", "H", "H", "H", "H", "H", "H", "H", "C", "C", "C", "O", "C", "H", "H", "H", "H", "H", "H", "H", "H", "C", "C", "C", "O", "C", "H", "H", "H", "H", "H", "H", "H", "H", "Br", "C", "C", "Br", "H", "H", "H", "H"],
  "coordinates": [[0.294, 0.154, -1.179], [-3.870, 0.415, 0.283], [-3.115, -0.032, -0.992], [-3.829, 0.392, -2.311], [-1.762, 0.208, -0.995], [-4.014, 1.489, 0.166], [-3.388, 0.038, 1.185], [-4.915, 0.111, 0.338], [-3.200, -1.117, -0.946], [-4.011, 1.449, -2.504], [-4.830, -0.039, -2.342], [-3.299, 0.017, -3.187], [2.924, -2.944, -1.365], [3.664, -3.917, -0.722], [3.596, -2.672, -2.487], [1.606, -3.322, -1.599], [2.935, -1.228, -0.392], [3.932, -1.343, 0.685], [3.212, -0.193, -1.429], [1.226, -1.003, 0.045], [1.346, -1.675, 1.506], [1.840, -3.021, 1.492], [1.951, -0.821, 2.528], [-0.491, -1.867, 1.923], [-1.020, -0.561, 1.873], [-1.008, -2.643, 0.978], [-0.667, -2.433, 3.137], [-1.405, 0.448, 5.202], [-3.003, 1.033, 5.646], [-0.609, -0.488, 6.499], [-0.458, 1.818, 4.620], [-1.712, -0.240, 4.415], [4.201, 0.810, 4.573], [5.973, 0.961, 4.729], [3.683, 2.344, 3.905], [3.508, 0.267, 6.084], [4.109, 0.007, 3.841], [1.533, 3.330, -4.189], [0.097, 3.663, -3.903], [-0.496, 2.495, -3.049], [0.686, 1.879, -2.417], [1.786, 2.595, -2.881], [2.231, 4.166, -4.206], [1.564, 2.707, -5.084], [-0.421, 3.766, -4.857], [-0.001, 4.585, -3.331], [-1.047, 1.700, -3.550], [-1.088, 2.980, -2.273], [2.667, 1.965, -3.002], [2.068, 3.248, -2.056], [-1.105, -1.678, -4.622], [-0.110, -0.785, -5.242], [0.955, -0.642, -4.130], [0.404, -1.025, -2.937], [-0.517, -2.153, -3.250], [-1.511, -2.524, -5.178], [-1.962, -1.113, -4.256], [-0.522, 0.172, -5.562], [0.408, -1.262, -6.074], [1.365, 0.367, -4.179], [1.805, -1.313, -4.248], [-1.299, -2.240, -2.496], [0.022, -3.099, -3.308], [1.720, 3.578, 1.168], [0.264, 3.999, 1.008], [-0.448, 2.631, 0.688], [0.701, 1.859, 0.149], [1.784, 2.031, 1.144], [2.201, 3.970, 2.065], [2.318, 4.076, 0.405], [0.278, 4.613, 0.108], [-0.011, 4.527, 1.921], [-1.318, 2.798, 0.053], [-0.898, 2.281, 1.617], [2.743, 1.600, 0.859], [1.489, 1.609, 2.104], [-1.418, -4.236, 7.457], [-2.012, -4.535, 5.586], [-2.499, -5.957, 5.345], [-2.652, -6.098, 3.337], [-1.237, -4.175, 4.910], [-2.844, -3.838, 5.481], [-3.350, -6.320, 5.922], [-1.719, -6.600, 5.752]],
  "lowdin_charge": [1.0196, -0.0212, -0.4854, -0.0240, -0.1118, 0.0850, 0.0721, 0.0893, 0.1525, 0.0841, 0.0887, 0.0504, -0.5014, 0.1309, 0.1377, 0.0879, 0.7679, -0.2544, -0.3105, -0.3626, 0.5984, -0.2437, -0.2781, -0.5555, 0.0522, 0.1443, 0.1395, -1.5480, 0.5398, 0.5333, 0.5488, -0.0230, -1.5480, 0.5072, 0.5813, 0.5655, -0.0039, -0.1248, -0.1437, -0.0943, -0.2512, -0.2288, 0.1350, 0.1209, 0.1214, 0.1228, 0.1140, 0.1135, 0.1243, 0.1320, -0.1376, -0.1276, -0.2072, -0.2418, -0.0772, 0.1318, 0.0852, 0.1157, 0.1277, 0.1135, 0.1375, 0.1207, 0.1215, -0.1750, -0.1179, -0.1289, -0.2606, -0.1478, 0.0855, 0.1074, 0.1060, 0.1200, 0.1079, 0.0947, 0.1199, 0.0711, 0.5849, -0.7146, -0.6189, 0.5696, 0.0232, 0.0454, 0.0701, 0.0502],
  "total_charge": 1,
  "orbital_gap_ha": [0.355, 0.211],
  "energy_ha": -12047.06757,
  "s2": 8.769,
  "multiplicity": 6
}